Molecular formula: C6H8N
Method: DFT, the ωB97M-V functional and the def2-TZVPD basis

Results
- charge = +1
- ΔE to the lowest compared entry with this formula, charge and spin (kcal/mol) = 187.0
- HOMO-LUMO gap (eV) = 8.52
- highest occupied orbital energy (hartree) = -0.55202

Element x y z (Å)
N1 1.201 -0.348 -2.480
C1 -0.405 -0.968 2.978
C2 0.679 -0.573 2.095
C3 -0.757 1.177 -2.214
C4 0.940 -0.510 0.776
C5 0.997 -0.554 -0.492
C6 0.320 0.455 -2.820
H1 1.686 -0.283 2.552
H2 -1.241 -1.399 2.420
H3 0.295 0.657 -3.945
H4 -0.649 -0.069 3.593
H5 -1.609 0.526 -2.432
H6 -1.043 2.084 -2.674
H7 -0.579 1.341 -1.079
H8 0.164 -1.535 3.721

Here are the natural (NBO) charges for atoms 1 to 4, given in e: number 1, N, carries -0.1298; number 2, C, carries -0.6984; number 3, C, carries 0.1745; number 4, C, carries -0.6787

Molecular formula: C6H8N
Method: DFT, the ωB97M-V functional and the def2-TZVPD basis

Results
- charge = +1
- ΔE to the lowest compared entry with this formula, charge and spin (kcal/mol) = 208.2
- HOMO-LUMO gap (spin up / spin down) (eV) = 8.71 / 8.71
- highest occupied orbital energy (spin up / spin down) (hartree) = -0.48479 / -0.48478

Element x y z (Å)
N1 -0.748 0.092 -0.582
C1 1.715 -1.178 -0.065
C2 0.728 1.612 0.747
C3 1.710 0.814 0.479
C4 -2.140 0.283 -0.041
C5 0.131 0.279 0.571
C6 2.586 -0.239 -0.012
H1 -0.643 -0.868 -1.069
H2 -0.556 0.695 -1.326
H3 3.648 -0.052 -0.184
H4 -2.821 -0.435 -0.556
H5 1.257 -2.223 -0.265
H6 -2.604 1.273 -0.128
H7 -1.954 0.068 1.008
H8 -0.308 -0.120 1.423

Here are the natural (NBO) charges for atoms 1 to 4, given in e: number 1, N, carries -0.5216; number 2, C, carries -0.1064; number 3, C, carries -0.0811; number 4, C, carries 0.0445

Molecular formula: C6H8N
Method: DFT, the ωB97M-V functional and the def2-TZVPD basis

Results
- charge = +1
- ΔE to the lowest compared entry with this formula, charge and spin (kcal/mol) = 100.1
- HOMO-LUMO gap (eV) = 9.32
- structure (SMILES) = C[C@H]1[C@@H]2C=CC=[N+]12
- highest occupied orbital energy (hartree) = -0.57326

Element x y z (Å)
N1 0.156 -0.686 0.421
C1 -0.917 0.007 -0.380
C2 2.201 -0.191 -0.171
C3 0.130 0.733 0.437
C4 -2.315 -0.127 0.038
C5 1.300 -1.221 0.016
C6 1.600 1.004 -0.072
H1 -3.051 0.682 -0.452
H2 -2.738 -1.039 -0.283
H3 2.077 1.890 -0.343
H4 1.570 -2.214 0.177
H5 -2.513 -0.057 1.108
H6 -0.801 -0.020 -1.527
H7 0.012 1.410 1.354
H8 3.289 -0.171 -0.324

Here are the natural (NBO) charges for atoms 1 to 4, given in e: number 1, N, carries -0.3214; number 2, C, carries 0.0513; number 3, C, carries -0.3131; number 4, C, carries -0.1504

Molecular formula: C6H8N
Method: DFT, the ωB97M-V functional and the def2-TZVPD basis

Results
- charge = +1
- <S²> = 2.014
- multiplicity = 3
- ΔE to the lowest compared entry with this formula, charge and spin (kcal/mol) = 0.0
- HOMO-LUMO gap (spin up / spin down) (eV) = 6.51 / 6.69
- highest occupied orbital energy (spin up / spin down) (hartree) = -0.40973 / -0.55830

Element x y z (Å)
N1 -0.758 -0.023 0.071
C1 1.585 -1.151 0.078
C2 -2.142 -0.203 -0.019
C3 2.119 0.162 -0.011
C4 1.239 1.239 -0.073
C5 0.128 -1.109 0.098
C6 -0.147 1.140 -0.080
H1 -0.330 -2.005 0.088
H2 -2.814 0.461 0.600
H3 -0.682 2.152 0.045
H4 2.202 -2.040 0.321
H5 1.488 2.241 -0.412
H6 -2.552 0.024 -1.057
H7 3.228 0.291 0.119
H8 -2.564 -1.181 0.231

Here are the natural (NBO) charges for atoms 1 to 4, given in e: number 1, N, carries -0.3614; number 2, C, carries -0.0661; number 3, C, carries -0.4628; number 4, C, carries -0.3450

Molecular formula: C6H8N
Method: DFT, the ωB97M-V functional and the def2-TZVPD basis

Results
- charge = +1
- <S²> = 2.019
- multiplicity = 3
- ΔE to the lowest compared entry with this formula, charge and spin (kcal/mol) = 105.1
- HOMO-LUMO gap (spin up / spin down) (eV) = 7.92 / 8.03
- highest occupied orbital energy (spin up / spin down) (hartree) = -0.46671 / -0.57422

Element x y z (Å)
N1 1.723 0.089 -1.034
C1 -1.252 0.791 0.714
C2 -0.127 1.881 1.183
C3 0.611 -2.169 -1.394
C4 0.136 0.695 0.444
C5 1.463 -0.958 -1.588
C6 -1.293 1.533 2.054
H1 -0.914 1.149 2.978
H2 -2.100 2.274 2.081
H3 0.238 2.969 0.971
H4 1.226 -3.010 -1.602
H5 0.368 -2.260 -0.457
H6 -2.099 0.517 0.166
H7 -0.182 -2.258 -2.103
H8 2.202 -1.242 -2.413

Here are the Löwdin charges for atoms 1 to 4, given in e: number 1, N, carries 0.1902; number 2, C, carries 0.0119; number 3, C, carries -0.0302; number 4, C, carries -0.0295

Molecular formula: C6H8N2
Method: DFT, the ωB97M-V functional and the def2-TZVPD basis

Results
- ΔE to the lowest compared entry with this formula, charge and spin (kcal/mol) = 177.9
- HOMO-LUMO gap (eV) = 10.00
- highest occupied orbital energy (hartree) = -0.33663

Element x y z (Å)
N1 -0.977 0.911 -2.480
N2 1.435 0.477 0.075
C1 -0.644 0.118 -1.646
C2 0.328 1.400 0.887
C3 0.218 -1.631 -1.084
C4 -1.015 0.394 0.860
C5 0.900 -0.805 0.101
C6 -0.557 -0.530 -0.407
H1 -0.844 -0.275 1.720
H2 0.009 -2.717 -0.845
H3 -2.218 0.923 0.963
H4 2.132 0.570 0.611
H5 -0.094 2.348 0.463
H6 0.497 -1.248 0.976
H7 0.350 -1.630 -2.231
H8 0.481 1.694 2.036

Here are the natural (NBO) charges for atoms 1 to 4, given in e: number 1, N, carries -0.3440; number 2, N, carries -0.5588; number 3, C, carries 0.2555; number 4, C, carries -0.2771

Molecular formula: C6H8N2
Method: DFT, the ωB97M-V functional and the def2-TZVPD basis

Results
- ΔE to the lowest compared entry with this formula, charge and spin (kcal/mol) = 47.6
- HOMO-LUMO gap (eV) = 9.06
- structure (SMILES) = C=CC1=N[C@@H]2C[C@@H]2N1
- highest occupied orbital energy (hartree) = -0.30754

Element x y z (Å)
N1 0.352 1.176 -0.364
N2 -0.020 -1.030 -0.610
C1 1.339 -0.835 -0.574
C2 -2.906 -0.496 0.108
C3 1.610 0.640 -0.283
C4 -0.551 0.120 -0.338
C5 1.908 -0.407 0.752
C6 -1.936 0.423 -0.119
H1 1.989 -1.430 -1.216
H2 2.528 1.098 -0.746
H3 -3.863 -0.084 0.422
H4 2.958 -0.683 0.941
H5 -2.607 -1.568 0.179
H6 -2.299 1.493 -0.170
H7 1.301 -0.335 1.686
H8 0.197 1.917 0.332

Here are the natural (NBO) charges for atoms 1 to 4, given in e: number 1, N, carries -0.5896; number 2, N, carries -0.4422; number 3, C, carries -0.0728; number 4, C, carries -0.3210

Molecular formula: C6H8N2O
Method: DFT, the ωB97M-V functional and the def2-TZVPD basis

Results
- ΔE to the lowest compared entry with this formula, charge and spin (kcal/mol) = 142.7
- HOMO-LUMO gap (eV) = 9.58
- highest occupied orbital energy (hartree) = -0.33816

Element x y z (Å)
O1 1.954 1.380 -0.133
N1 2.871 -0.549 -0.009
N2 3.112 0.646 -0.134
C1 0.809 -2.046 0.197
C2 -1.202 2.216 0.496
C3 0.993 0.489 -0.110
C4 -1.142 1.105 -0.121
C5 -1.980 -0.072 -0.386
C6 1.546 -0.770 0.030
H1 -2.521 -0.410 0.568
H2 0.442 -2.159 -0.813
H3 -1.383 -0.969 -0.775
H4 -2.078 2.816 0.557
H5 -0.330 2.787 0.416
H6 -2.746 0.176 -1.098
H7 1.545 -2.787 0.428
H8 0.110 -1.855 0.887

Here are the natural (NBO) charges for atoms 1 to 4, given in e: number 1, O, carries -0.3175; number 2, N, carries -0.2066; number 3, N, carries 0.0622; number 4, C, carries -0.6300

Molecular formula: C6H8N2O
Method: DFT, the ωB97M-V functional and the def2-TZVPD basis

Results
- ΔE to the lowest compared entry with this formula, charge and spin (kcal/mol) = 118.1
- HOMO-LUMO gap (eV) = 9.74
- highest occupied orbital energy (hartree) = -0.33540

Element x y z (Å)
O1 -0.909 -2.272 0.598
N1 0.953 1.805 0.159
N2 -0.876 -0.160 -0.536
C1 0.236 -0.193 1.440
C2 1.794 -0.737 -0.507
C3 0.716 0.573 0.228
C4 -0.593 -1.128 0.577
C5 -2.006 0.767 -0.424
C6 2.799 -1.253 -0.949
H1 -2.059 1.388 -1.316
H2 -0.420 0.416 2.071
H3 -0.752 -0.592 -1.445
H4 3.694 -1.725 -1.269
H5 1.193 2.152 -0.765
H6 -2.948 0.232 -0.292
H7 1.009 -0.702 2.005
H8 -1.831 1.427 0.425

Here are the natural (NBO) charges for atoms 1 to 4, given in e: number 1, O, carries -0.4795; number 2, N, carries -0.7653; number 3, N, carries -0.6158; number 4, C, carries -0.5902

Molecular formula: C6H8N2O
Method: DFT, the ωB97M-V functional and the def2-TZVPD basis

Results
- <S²> = 2.026
- multiplicity = 3
- ΔE to the lowest compared entry with this formula, charge and spin (kcal/mol) = 49.3
- HOMO-LUMO gap (spin up / spin down) (eV) = 6.33 / 6.40
- highest occupied orbital energy (spin up / spin down) (hartree) = -0.20102 / -0.30066

Element x y z (Å)
O1 2.050 1.062 0.657
N1 0.985 0.592 0.331
N2 -1.355 0.722 -0.431
C1 -0.332 1.594 -0.103
C2 1.425 -1.743 0.411
C3 -0.157 2.898 -0.101
C4 -0.901 -0.577 -0.278
C5 0.464 -0.591 0.242
C6 -1.558 -1.679 -0.378
H1 -0.892 3.576 -0.496
H2 1.730 -1.811 1.454
H3 2.355 -1.461 -0.250
H4 -2.336 1.110 -0.486
H5 -2.501 -1.541 -0.794
H6 -0.992 -2.536 -0.103
H7 1.183 -2.689 0.024
H8 0.833 3.075 0.302

Here are the natural (NBO) charges for atoms 1 to 4, given in e: number 1, O, carries -0.2914; number 2, N, carries 0.0197; number 3, N, carries -0.6270; number 4, C, carries 0.2937

Molecular formula: C6H8N2O2
Method: DFT, the ωB97M-V functional and the def2-TZVPD basis

Results
- ΔE to the lowest compared entry with this formula, charge and spin (kcal/mol) = 152.0
- HOMO-LUMO gap (spin up / spin down) (eV) = 7.41 / 7.41
- highest occupied orbital energy (spin up / spin down) (hartree) = -0.32499 / -0.32503

Element x y z (Å)
O1 1.422 -1.952 0.268
O2 3.068 -0.622 0.985
N1 1.717 2.664 0.503
N2 1.990 -0.814 0.421
C1 1.410 0.303 -0.227
C2 -1.176 -1.375 0.262
C3 1.674 1.569 0.157
C4 -0.833 0.034 -0.286
C5 0.373 0.076 -1.273
C6 -1.550 1.138 0.338
H1 -0.959 -2.046 -0.649
H2 0.495 -0.840 -1.778
H3 0.389 0.843 -1.970
H4 -2.259 -1.454 0.531
H5 -0.981 2.019 0.548
H6 -1.873 0.680 1.312
H7 -0.443 -1.562 1.082
H8 -2.465 1.338 -0.223

Here are the natural (NBO) charges for atoms 1 to 4, given in e: number 1, O, carries -0.4706; number 2, O, carries -0.3798; number 3, N, carries -0.3096; number 4, N, carries 0.4943

Molecular formula: C6H8N2O2
Method: DFT, the ωB97M-V functional and the def2-TZVPD basis

Results
- ΔE to the lowest compared entry with this formula, charge and spin (kcal/mol) = 144.4
- HOMO-LUMO gap (eV) = 8.74
- highest occupied orbital energy (hartree) = -0.31837

Element x y z (Å)
O1 -0.241 2.191 -0.199
O2 3.863 0.415 -0.071
N1 1.584 1.217 0.073
N2 1.980 -1.019 0.158
C1 -0.219 -0.346 -0.500
C2 0.192 1.080 -0.250
C3 2.630 0.273 0.087
C4 -2.833 -0.359 -0.065
C5 0.688 -1.299 -0.224
C6 -1.883 0.374 0.425
H1 -1.229 -0.053 1.173
H2 -2.883 -1.408 0.135
H3 -1.199 -0.519 -0.526
H4 1.980 2.116 -0.042
H5 2.596 -1.941 0.009
H6 -3.629 0.075 -0.681
H7 0.540 -2.421 -0.098
H8 -1.934 1.625 0.593

Here are the natural (NBO) charges for atoms 1 to 4, given in e: number 1, O, carries -0.5792; number 2, O, carries -0.5999; number 3, N, carries -0.6517; number 4, N, carries -0.6310

Molecular formula: C6H8N2O2
Method: DFT, the ωB97M-V functional and the def2-TZVPD basis

Results
- ΔE to the lowest compared entry with this formula, charge and spin (kcal/mol) = 99.9
- HOMO-LUMO gap (eV) = 9.68
- structure (SMILES) = C#C[C@]1(C(N)=O)[C@H](O)[C@@H]1N
- highest occupied orbital energy (hartree) = -0.33596

Element x y z (Å)
O1 2.561 0.842 0.567
O2 -1.625 -0.412 -1.533
N1 -1.878 -0.322 1.167
N2 2.418 -0.772 -0.798
C1 -0.537 -0.834 -0.819
C2 1.773 -0.024 0.113
C3 -0.636 -0.821 0.666
C4 0.294 0.204 -0.010
C5 -0.149 1.576 -0.067
C6 -0.522 2.726 -0.120
H1 3.428 -0.210 -0.754
H2 -1.754 0.385 1.884
H3 -2.441 -1.074 1.551
H4 2.209 -1.762 -0.779
H5 -0.796 3.765 -0.094
H6 -2.249 -0.046 -0.880
H7 -0.132 -1.608 1.235
H8 0.035 -1.612 -1.327

Here are the natural (NBO) charges for atoms 1 to 4, given in e: number 1, O, carries -0.6085; number 2, O, carries -0.6834; number 3, N, carries -0.8492; number 4, N, carries -0.8411

Molecular formula: C6H8N2O2
Method: DFT, the ωB97M-V functional and the def2-TZVPD basis

Results
- ΔE to the lowest compared entry with this formula, charge and spin (kcal/mol) = 70.4
- HOMO-LUMO gap (eV) = 9.34
- structure (SMILES) = O=c1cc[nH]c(=O)[nH]1.C=C
- highest occupied orbital energy (hartree) = -0.33850

Element x y z (Å)
O1 -2.549 -1.973 -1.072
O2 -0.963 2.560 -1.063
N1 -1.631 0.149 -1.272
N2 -1.113 1.290 0.806
C1 -1.257 1.414 -0.656
C2 -2.013 -0.962 -0.454
C3 3.123 0.170 -0.312
C4 -1.315 0.275 1.557
C5 -1.705 -0.894 0.949
C6 2.842 -1.174 -0.456
H1 -1.831 -1.827 1.641
H2 3.124 0.867 -0.981
H3 3.633 0.563 0.605
H4 2.301 -1.578 -1.326
H5 -0.812 0.088 2.552
H6 -1.878 0.317 -2.186
H7 3.151 -1.609 0.480
H8 -1.105 2.324 1.188

Here are the natural (NBO) charges for atoms 1 to 4, given in e: number 1, O, carries -0.6027; number 2, O, carries -0.5925; number 3, N, carries -0.6201; number 4, N, carries -0.6112